[1]
{"formula": "C6H16NO", "method": "ωB97M-V/def2-TZVPD", "energy_ha": -367.9059, "spin_multiplicity": 1, "relative_energy_kj_mol": 200.90, "charge": 1, "species": ["C", "C", "C", "C", "C", "C", "N", "H", "H", "H", "H", "H", "H", "H", "H", "H", "H", "H", "H", "H", "H", "H", "H", "O"], "coordinates": [[-0.509721, 1.466091, -0.562982], [0.810960, 0.708831, -0.897045], [0.904720, -0.765642, -0.622993], [1.042333, -1.690939, -1.576643], [1.068386, -1.377423, 0.759784], [2.482285, -1.205497, 1.380851], [-1.018937, 1.208656, 0.844620], [-1.401663, 1.324545, -1.162004], [-0.380027, 2.551236, -0.621883], [1.576980, 1.312013, -0.405902], [0.885746, 0.874584, -1.973639], [0.983830, -2.760079, -1.532229], [1.283803, -1.250376, -2.553659], [0.280726, -1.146703, 1.530937], [0.714518, -2.408371, 0.919505], [2.641554, -1.920378, 2.188655], [3.154603, -1.714011, 0.676356], [2.554373, -0.158159, 1.630866], [-1.463039, 2.019031, 1.272749], [-0.243490, 0.887521, 1.410360], [-1.718701, 0.473297, 0.775206], [-4.457518, 0.614241, 0.446094], [-3.935920, 1.710083, -0.398323], [-3.625258, 1.003804, 0.206130]], "atomic_forces_ev_per_a": [[-0.323, 0.621, 0.355], [-0.834, 0.720, -0.143], [-0.018, -2.390, 1.023], [0.152, 2.364, -1.798], [-1.610, -0.138, 2.656], [-1.230, -1.690, -0.988], [0.542, -0.253, -0.363], [0.239, -0.760, -0.520], [0.545, -0.200, 0.016], [0.327, -0.291, 0.007], [0.372, -0.051, 0.014], [0.295, -0.215, 0.594], [-0.560, -0.620, -0.126], [0.485, 1.481, -0.246], [0.854, -0.431, -1.646], [-0.526, 0.678, 0.762], [0.377, 1.359, -0.322], [1.191, 0.046, 0.097], [-0.035, -0.054, -0.053], [0.144, -0.117, 0.447], [-0.248, -0.058, 0.271], [-0.586, -0.666, 0.462], [0.471, -0.424, 0.332], [-0.025, 1.089, -0.830]], "mulliken_charge": [-0.692, -0.813, 0.910, -0.931, -0.871, -1.109, -0.274, 0.361, 0.423, 0.424, 0.370, 0.349, 0.219, 0.197, 0.420, 0.376, 0.298, 0.311, 0.348, 0.267, 0.419, 0.295, 0.306, -0.601]}

[2]
{"formula": "C6H16NO", "method": "ωB97M-V/def2-TZVPD", "energy_ha": -367.9453, "spin_multiplicity": 1, "relative_energy_kj_mol": 97.46, "charge": 1, "species": ["C", "C", "C", "C", "C", "C", "N", "H", "H", "H", "H", "H", "H", "H", "H", "H", "H", "H", "H", "H", "H", "H", "H", "O"], "coordinates": [[0.726088, 1.853766, 0.974065], [0.195056, 0.425563, 0.924564], [-1.249467, 0.323737, 0.418309], [-1.414171, 0.093433, -1.079376], [-2.342507, -1.789853, -2.479685], [-1.616621, -1.343500, -1.472401], [1.131208, -0.421336, 0.091165], [-0.020391, 2.538232, 1.386049], [1.677299, 1.922497, 1.487133], [0.863534, 2.270455, -0.029682], [0.248211, 0.057757, 1.944614], [-1.787609, -0.448751, 0.960268], [-1.766457, 1.242859, 0.670684], [-0.615479, 0.610228, -1.624038], [-2.253000, 0.676430, -1.481653], [-2.820118, -1.135748, -3.216592], [-2.541499, -2.830238, -2.698970], [-1.229857, -2.080899, -0.772294], [2.054482, 0.031767, 0.084293], [0.755594, -0.522750, -0.854958], [1.246055, -1.348875, 0.495610], [3.187791, 0.179201, 2.732389], [4.217967, -0.364826, 1.749331], [3.353892, 0.060851, 1.791174]], "atomic_forces_ev_per_a": [[-0.339, 0.403, -0.996], [-0.338, 0.778, 0.513], [-0.296, -0.125, -0.069], [-0.431, 0.713, -0.818], [-0.471, 0.283, -0.973], [0.102, -0.320, 0.429], [0.062, 0.117, 0.182], [0.201, -0.343, 0.445], [0.032, 0.073, 0.205], [0.141, -0.227, -0.147], [0.051, -0.376, -0.012], [0.014, -0.225, 0.054], [0.128, 0.212, 0.197], [0.433, -0.275, -0.107], [-0.117, -0.207, 0.401], [0.201, 0.115, 0.409], [0.307, -0.140, 0.360], [0.140, -0.100, 0.004], [-0.086, -0.303, 0.043], [0.154, 0.055, -0.044], [0.073, -0.037, -0.045], [0.038, 0.061, 0.048], [0.046, 0.061, -0.015], [-0.044, -0.193, -0.065]], "mulliken_charge": [-1.481, 0.142, -0.591, -1.191, -0.884, 0.134, -0.154, 0.411, 0.410, 0.383, 0.232, 0.469, 0.375, 0.512, 0.435, 0.251, 0.273, 0.242, 0.332, 0.355, 0.344, 0.311, 0.282, -0.590]}

[3]
{"formula": "C6H16NO", "method": "ωB97M-V/def2-TZVPD", "energy_ha": -367.8725, "spin_multiplicity": 1, "relative_energy_kj_mol": 288.58, "charge": 1, "species": ["C", "C", "C", "C", "C", "C", "N", "H", "H", "H", "H", "H", "H", "H", "H", "H", "H", "H", "H", "H", "H", "H", "H", "O"], "coordinates": [[2.129090, 1.285240, -0.473335], [0.729695, 0.550616, -0.459502], [0.772134, -0.467283, 0.634550], [-0.622277, -0.816511, 1.377041], [-1.276880, -1.833917, 0.882310], [-1.020251, 0.160301, 2.507660], [0.574034, -0.287058, -1.751764], [1.917559, 2.330390, -0.863741], [2.878496, 0.681309, -1.115526], [2.614273, 1.522843, 0.474540], [-0.174324, 1.247290, -0.368399], [1.397710, -0.101091, 1.504913], [1.004942, -1.478518, 0.146119], [-1.061663, -2.666279, 0.131696], [-2.362562, -2.081829, 1.234075], [-1.076104, -0.438622, 3.585995], [-0.273851, 0.925876, 2.890108], [-1.935143, 0.717933, 2.364266], [1.340620, -0.895896, -1.907251], [0.489308, 0.343005, -2.497020], [-0.385003, -0.700358, -1.655793], [-2.418964, 0.795846, -1.659331], [-1.562590, 0.764219, -2.925640], [-1.678253, 0.442486, -2.055976]], "atomic_forces_ev_per_a": [[-0.576, 0.895, -2.152], [1.037, 0.677, 0.747], [-1.690, -2.176, 2.668], [2.535, 2.381, -1.079], [-4.154, -2.749, -0.029], [0.888, -1.437, 3.281], [-1.379, 1.005, 2.204], [0.733, -1.279, -0.273], [-1.110, 1.248, 0.926], [-0.501, -0.730, 0.241], [1.497, -0.989, -0.456], [-0.032, -0.876, -1.448], [0.670, 1.348, 1.243], [0.685, 1.744, 0.814], [2.020, 0.647, -0.139], [-0.422, 1.129, -2.907], [-0.314, -0.855, -1.415], [-0.389, -0.255, -0.115], [0.826, -0.932, 0.076], [0.139, 1.007, -1.548], [0.959, -0.212, -0.248], [-2.694, 1.282, 0.999], [-0.543, 0.762, -1.462], [1.813, -1.637, 0.070]], "mulliken_charge": [-1.268, 0.549, -0.947, 0.701, -0.922, -1.217, -0.404, 0.350, 0.312, 0.386, 0.324, 0.379, 0.312, 0.253, 0.241, 0.315, 0.334, 0.311, 0.347, 0.291, 0.378, 0.277, 0.284, -0.586]}

[4]
{"formula": "C6H16NO3", "method": "ωB97M-V/def2-TZVPD", "s_squared": 0.751, "energy_ha": -518.5254, "spin_multiplicity": 2, "relative_energy_kj_mol": 74.20, "charge": -2, "species": ["C", "O", "C", "C", "C", "C", "N", "C", "H", "H", "H", "H", "H", "H", "H", "H", "H", "H", "H", "H", "H", "H", "O", "H", "H", "O"], "coordinates": [[-2.544400, 0.494934, 0.349464], [-3.040195, -0.196327, -0.782613], [-1.021187, 0.867026, 0.403060], [-0.168472, -0.279761, 1.062728], [1.273130, 0.025604, 1.189754], [1.992272, -0.056084, 0.028240], [3.298108, 0.432892, -0.307914], [1.748614, 0.609931, 2.456029], [-2.906766, 0.088135, 1.281987], [-3.156505, 1.406476, 0.325016], [-0.687448, 0.782143, -0.657628], [-0.943869, 1.921563, 0.737724], [-0.533945, -0.481206, 2.077949], [-0.326405, -1.177805, 0.440278], [1.498558, -0.599459, -0.787082], [3.783683, 0.877437, 0.435031], [3.091426, 1.186630, -0.971136], [2.819900, 0.770426, 2.609337], [1.457109, -0.199815, 3.250146], [1.345196, 1.545866, 2.760148], [-2.277613, -2.197667, -2.579094], [-2.306498, -0.804240, -1.396325], [-1.682282, -1.887026, -1.897102], [0.012511, -1.281930, -4.057285], [-0.803795, -1.064183, -2.729991], [0.078871, -0.783560, -3.240722]], "atomic_forces_ev_per_a": [[-0.498, 1.080, -1.205], [1.005, -0.160, -0.175], [-0.730, -1.481, -1.237], [-1.181, 0.195, 0.553], [1.824, 1.085, -2.903], [-0.898, -0.463, 1.520], [-0.937, -0.179, -1.096], [0.543, -2.244, 1.852], [0.292, -1.006, 0.658], [0.405, 0.705, 0.107], [-0.201, 0.708, 0.521], [0.542, -0.800, 0.262], [-0.230, -0.134, -0.140], [-0.108, 0.334, 0.242], [0.258, 0.430, 0.010], [0.239, 0.331, 1.190], [0.435, -0.282, -0.059], [0.126, -0.318, -0.420], [0.502, 1.579, -0.688], [-0.976, 0.779, 0.154], [-0.339, -0.213, -0.071], [-0.961, -0.192, 1.488], [0.005, 0.253, -0.296], [0.080, -0.069, -0.080], [1.225, -0.463, 0.014], [-0.421, 0.527, -0.203]], "lowdin_spin": [0.008, 0.001, 0.016, 0.014, 0.021, 0.045, 0.044, 0.418, 0.002, 0.001, 0.000, 0.015, 0.012, 0.000, 0.001, 0.076, 0.028, 0.123, 0.075, 0.093, 0.000, 0.000, 0.001, 0.000, 0.000, 0.004]}

[5]
{"formula": "C6H16NS", "method": "ωB97M-V/def2-TZVPD", "energy_ha": -691.1530, "spin_multiplicity": 1, "relative_energy_kj_mol": 75.73, "charge": -1, "species": ["C", "C", "C", "S", "H", "H", "H", "H", "H", "H", "H", "C", "C", "N", "C", "H", "H", "H", "H", "H", "H", "H", "H", "H"], "coordinates": [[0.209532, -1.701279, -2.559720], [1.095369, -2.351072, -1.459423], [0.449609, -2.563765, -0.053426], [0.316704, -0.921398, 0.681275], [-0.645924, -2.310559, -2.835404], [0.749675, -1.417571, -3.465627], [-0.205130, -0.787133, -2.138780], [1.449937, -3.309710, -1.895372], [2.060672, -1.871031, -1.271481], [1.158102, -3.198009, 0.527872], [-0.486674, -3.187311, -0.189927], [0.502222, 2.335184, 2.260744], [-0.748529, 2.163506, 1.407248], [-0.363376, 2.112987, -0.015142], [-1.618940, 1.804142, -0.774524], [0.299662, 2.412987, 3.330324], [1.063504, 3.196812, 1.921102], [1.093153, 1.441995, 2.082795], [-1.423844, 3.029969, 1.567669], [-1.264446, 1.225497, 1.780356], [0.202169, 1.293515, -0.091358], [-1.368905, 1.589208, -1.837229], [-2.284925, 1.010771, -0.435690], [-2.256245, 2.711740, -0.769056]], "atomic_forces_ev_per_a": [[0.401, 0.612, 1.162], [0.280, -1.453, -0.662], [0.428, -0.507, -1.236], [-0.506, -0.228, 0.666], [-0.008, -0.409, 0.000], [0.164, -0.213, 0.051], [-0.056, 0.204, 0.009], [-0.375, -0.184, 0.242], [-0.395, 0.698, -0.224], [-0.445, 0.311, -0.286], [0.592, 0.881, 0.333], [-0.159, -0.309, -0.324], [-0.120, 0.085, 0.760], [-2.579, 0.065, 0.368], [0.558, 1.215, -0.973], [-0.114, 0.019, -0.044], [0.185, 0.285, 0.016], [0.349, -0.116, 0.189], [0.122, -0.383, -0.194], [0.302, 0.824, -0.677], [0.629, -0.889, -0.235], [-0.085, 0.136, 0.634], [0.482, -0.458, 0.507], [0.350, -0.187, -0.080]], "mulliken_charge": [-0.555, -0.617, -0.605, -0.582, 0.285, 0.329, -0.137, 0.368, 0.270, 0.191, 0.229, -1.133, -0.324, -0.541, -0.902, 0.336, 0.320, 0.224, 0.464, 0.263, 0.171, 0.301, 0.287, 0.357]}